{
  "formula": "C5H13N2",
  "method": "the ωB97M-V functional and the def2-TZVPD basis",
  "symbols": ["C", "C", "C", "N", "H", "H", "H", "H", "H", "C", "N", "C", "H", "H", "H", "H", "H", "H", "H", "H"],
  "positions_angstrom": [[0.966, 0.256, -2.007], [0.010, -0.390, -2.751], [0.015, 2.234, -1.239], [0.690, 1.168, -0.996], [2.037, 0.037, -2.054], [-1.037, -0.279, -2.463], [0.254, -1.022, -3.596], [-0.456, 2.783, -0.417], [-0.092, 2.663, -2.234], [0.920, -0.577, 2.208], [-0.020, -0.695, 1.069], [-1.489, -0.806, 1.434], [1.935, -0.670, 1.851], [0.701, 0.342, 2.756], [0.715, -1.380, 2.928], [0.175, -1.478, 0.443], [0.074, 0.143, 0.440], [-1.586, -1.486, 2.273], [-2.038, -1.012, 0.519], [-1.773, 0.169, 1.835]],
  "lowdin_spin": [0.190, 0.408, 0.040, 0.281, 0.006, 0.019, 0.018, 0.004, 0.013, 0.000, 0.013, 0.000, 0.000, 0.000, 0.000, 0.001, 0.005, 0.000, 0.000, 0.000],
  "max_force_ev_per_a": 3.6,
  "lumo_ev": [-9.16, -12.68],
  "charge": 2,
  "homo_energy_ev": [-20.146, -20.965],
  "spin_multiplicity": 2,
  "orbital_gap_ev": [10.985, 8.287],
  "total_energy_ev": -8355.2297
}

***

{
  "formula": "C3H2IN2",
  "method": "the ωB97M-V functional and the def2-TZVPD basis",
  "symbols": ["C", "C", "C", "N", "N", "I", "H", "H"],
  "positions_angstrom": [[-1.229, 0.062, 1.022], [0.573, -0.591, 0.534], [0.015, 0.316, -0.553], [-0.289, -0.711, 1.499], [-1.378, 0.660, -0.044], [0.088, -0.404, -2.516], [1.568, -0.943, 0.392], [0.651, 1.611, -0.334]],
  "nbo_charge": [0.798, 0.188, -0.357, -0.400, -0.335, 0.455, 0.264, 0.388],
  "max_force_ev_per_a": 4.4,
  "lumo_ev": [-8.26, -8.26],
  "charge": 1,
  "homo_energy_ev": [-14.861, -14.861],
  "spin_multiplicity": 1,
  "orbital_gap_ev": [6.603, 6.602],
  "total_energy_ev": -14210.4559
}

***

{
  "formula": "C55H50Cl3FGeNO4RbSb3",
  "method": "the ωB97M-V functional and the def2-TZVPD basis",
  "symbols": ["Rb", "O", "C", "O", "C", "C", "C", "N", "C", "C", "C", "O", "O", "H", "H", "H", "C", "C", "C", "Sb", "C", "C", "C", "C", "C", "C", "C", "C", "C", "C", "C", "C", "Sb", "C", "C", "C", "C", "C", "C", "C", "C", "C", "C", "C", "C", "H", "H", "H", "H", "H", "H", "H", "H", "H", "H", "H", "H", "H", "H", "H", "H", "H", "H", "H", "H", "H", "H", "H", "H", "H", "H", "F", "Cl", "Ge", "Cl", "Cl", "C", "C", "C", "C", "C", "C", "C", "Sb", "C", "C", "C", "C", "C", "C", "C", "C", "C", "C", "C", "C", "C", "C", "H", "H", "H", "H", "H", "H", "H", "H", "H", "H", "H", "H", "H", "H", "H", "H", "H", "H", "H", "H", "H"],
  "positions_angstrom": [[-0.887, 1.248, -1.954], [1.915, 4.621, 4.579], [0.767, 4.742, 4.104], [-0.134, 5.564, 4.342], [0.468, 3.767, 2.940], [1.201, 2.599, 2.789], [0.968, 1.789, 1.692], [0.089, 2.078, 0.734], [-0.620, 3.203, 0.889], [-0.494, 4.051, 1.975], [-1.556, 3.534, -0.249], [-2.763, 3.459, -0.166], [-0.893, 3.833, -1.340], [1.972, 2.366, 3.510], [1.544, 0.878, 1.554], [-1.099, 4.944, 2.072], [4.062, -0.482, -2.073], [3.426, -1.128, -0.838], [1.910, -1.268, -0.931], [0.986, -2.623, 0.485], [1.921, -1.868, 2.260], [3.291, -1.878, 2.520], [3.799, -1.301, 3.676], [2.940, -0.709, 4.596], [1.574, -0.707, 4.358], [1.069, -1.285, 3.199], [2.447, -4.185, 0.134], [3.005, -4.923, 1.175], [3.871, -5.982, 0.925], [4.194, -6.327, -0.380], [3.640, -5.607, -1.431], [2.775, -4.552, -1.172], [3.201, 1.422, -2.651], [3.394, 2.506, -0.833], [2.500, 3.565, -0.655], [2.545, 4.341, 0.495], [3.468, 4.057, 1.492], [4.369, 3.013, 1.316], [4.338, 2.248, 0.157], [5.023, 2.125, -3.546], [5.521, 3.397, -3.273], [6.682, 3.854, -3.884], [7.367, 3.044, -4.780], [6.882, 1.773, -5.061], [5.718, 1.322, -4.450], [3.943, -1.143, -2.936], [5.136, -0.337, -1.925], [3.669, -0.544, 0.054], [3.889, -2.110, -0.694], [1.597, -1.640, -1.913], [1.441, -0.290, -0.805], [3.974, -2.336, 1.813], [4.868, -1.303, 3.853], [3.336, -0.241, 5.488], [0.897, -0.233, 5.058], [-0.001, -1.252, 3.020], [2.775, -4.666, 2.204], [4.296, -6.535, 1.755], [4.871, -7.149, -0.578], [3.881, -5.865, -2.456], [2.356, -4.005, -2.012], [1.732, 3.771, -1.395], [1.822, 5.135, 0.637], [3.446, 4.619, 2.417], [5.081, 2.776, 2.098], [5.043, 1.431, 0.039], [5.005, 4.038, -2.566], [7.052, 4.846, -3.655], [8.273, 3.400, -5.255], [7.408, 1.131, -5.758], [5.358, 0.326, -4.686], [-1.452, -0.957, -0.884], [-0.709, 6.136, -3.158], [-1.767, 4.208, -3.035], [-0.418, 2.933, -4.327], [-3.549, 4.586, -4.611], [-6.079, 1.978, -0.467], [-6.583, 0.653, 0.053], [-7.934, 0.525, 0.381], [-8.453, -0.670, 0.859], [-7.612, -1.761, 1.022], [-6.267, -1.638, 0.696], [-5.730, -0.451, 0.204], [-3.575, -0.340, -0.374], [-3.085, -1.141, 1.565], [-2.670, -2.446, 1.810], [-2.382, -2.896, 3.093], [-2.483, -2.022, 4.164], [-2.866, -0.709, 3.933], [-3.177, -0.252, 2.652], [-3.601, 1.183, 2.478], [-4.081, -1.852, -1.884], [-5.079, -1.329, -2.716], [-5.521, -1.965, -3.866], [-4.959, -3.181, -4.223], [-3.971, -3.720, -3.416], [-3.518, -3.080, -2.259], [-2.434, -3.762, -1.467], [-6.824, 2.762, -0.322], [-5.857, 1.931, -1.538], [-5.155, 2.294, 0.019], [-8.588, 1.384, 0.261], [-9.505, -0.745, 1.109], [-7.997, -2.702, 1.400], [-5.615, -2.498, 0.824], [-2.561, -3.133, 0.986], [-2.063, -3.921, 3.244], [-2.247, -2.352, 5.168], [-2.922, -0.010, 4.761], [-3.438, 1.750, 3.395], [-4.662, 1.248, 2.219], [-3.043, 1.687, 1.684], [-5.537, -0.377, -2.462], [-6.288, -1.503, -4.476], [-5.277, -3.701, -5.119], [-3.518, -4.669, -3.688], [-1.939, -4.527, -2.069], [-2.856, -4.264, -0.593], [-1.703, -3.030, -1.126]],
  "lowdin_spin": [0.019, 0.000, 0.000, 0.000, 0.000, 0.001, 0.000, 0.002, 0.007, 0.001, 0.015, 0.025, 0.184, 0.000, 0.000, 0.000, 0.000, 0.000, 0.000, 0.000, 0.000, 0.000, 0.000, 0.000, 0.000, 0.000, 0.000, 0.000, 0.000, 0.000, 0.000, 0.000, 0.001, 0.000, 0.000, 0.000, 0.000, 0.000, 0.000, 0.000, 0.000, 0.000, 0.000, 0.000, 0.000, 0.000, 0.000, 0.000, 0.000, 0.000, 0.000, 0.000, 0.000, 0.000, 0.000, 0.000, 0.000, 0.000, 0.000, 0.000, 0.000, 0.001, 0.000, 0.000, 0.000, 0.000, 0.000, 0.000, 0.000, 0.000, 0.000, 0.000, 0.055, 0.314, 0.090, 0.283, 0.000, 0.000, 0.000, 0.000, 0.000, 0.000, 0.000, 0.001, 0.000, 0.000, 0.000, 0.000, 0.000, 0.000, 0.000, 0.000, 0.000, 0.000, 0.000, 0.000, 0.000, 0.000, 0.000, 0.000, 0.000, 0.000, 0.000, 0.000, 0.000, 0.000, 0.000, 0.000, 0.000, 0.000, 0.000, 0.000, 0.000, 0.000, 0.000, 0.000, 0.000, 0.000, 0.000],
  "max_force_ev_per_a": 1.3,
  "lumo_ev": [3.29, 2.90],
  "charge": -2,
  "homo_energy_ev": [-3.371, -3.590],
  "spin_multiplicity": 2,
  "orbital_gap_ev": [6.662, 6.489],
  "total_energy_ev": -184601.7690
}

***

{
  "formula": "C34H56Br6N4O3",
  "method": "the ωB97M-V functional and the def2-TZVPD basis",
  "symbols": ["C", "C", "C", "N", "C", "H", "H", "H", "H", "H", "C", "C", "C", "N", "C", "H", "H", "H", "H", "H", "C", "C", "C", "N", "C", "H", "H", "H", "H", "H", "C", "C", "C", "N", "C", "H", "H", "H", "H", "H", "C", "C", "C", "O", "C", "H", "H", "H", "H", "H", "H", "H", "H", "C", "C", "C", "O", "C", "H", "H", "H", "H", "H", "H", "H", "H", "C", "C", "C", "O", "C", "H", "H", "H", "H", "H", "H", "H", "H", "Br", "C", "C", "Br", "H", "H", "H", "H", "Br", "C", "C", "Br", "H", "H", "H", "H", "Br", "C", "C", "Br", "H", "H", "H", "H"],
  "positions_angstrom": [[-3.914, 0.527, 5.082], [-2.791, 0.145, 4.279], [-2.582, -1.183, 4.521], [-3.472, -1.632, 5.462], [-4.294, -0.573, 5.775], [-4.334, 1.516, 5.161], [-2.225, 0.820, 3.660], [-1.858, -1.818, 4.034], [-3.672, -2.549, 5.808], [-5.113, -0.704, 6.467], [2.351, 2.919, -3.547], [1.792, 4.087, -4.164], [0.447, 4.039, -3.953], [0.132, 2.831, -3.360], [1.309, 2.195, -3.044], [3.400, 2.688, -3.462], [2.335, 4.886, -4.639], [-0.330, 4.699, -4.302], [-0.794, 2.493, -3.177], [1.284, 1.278, -2.478], [-1.641, -2.991, -5.998], [-0.982, -2.387, -4.901], [-0.251, -1.341, -5.409], [-0.500, -1.256, -6.761], [-1.373, -2.249, -7.108], [-2.197, -3.914, -5.962], [-1.013, -2.759, -3.891], [0.445, -0.646, -4.965], [-0.097, -0.539, -7.329], [-1.636, -2.517, -8.119], [1.435, 7.267, -0.137], [0.729, 6.480, 0.835], [0.589, 5.226, 0.300], [1.080, 5.237, -0.971], [1.591, 6.472, -1.237], [1.814, 8.264, 0.008], [0.518, 6.776, 1.849], [0.141, 4.361, 0.757], [1.144, 4.468, -1.616], [2.131, 6.712, -2.138], [-5.121, -0.842, 1.547], [-6.416, -0.599, 2.319], [-6.916, 0.683, 1.652], [-6.566, 0.516, 0.274], [-5.482, -0.388, 0.130], [-4.788, -1.882, 1.570], [-4.250, -0.278, 1.890], [-6.216, -0.464, 3.383], [-7.107, -1.421, 2.143], [-6.433, 1.587, 2.031], [-8.001, 0.773, 1.685], [-4.642, 0.058, -0.404], [-5.846, -1.263, -0.419], [2.533, -1.449, 5.345], [3.516, -2.227, 4.498], [3.493, -1.477, 3.171], [2.159, -0.957, 3.049], [1.662, -0.668, 4.361], [3.040, -0.824, 6.082], [1.874, -2.091, 5.935], [3.172, -3.246, 4.314], [4.558, -2.263, 4.819], [3.632, -2.122, 2.302], [4.155, -0.608, 3.099], [0.622, -0.997, 4.355], [1.684, 0.396, 4.622], [3.063, -1.258, -2.838], [3.647, -0.548, -4.037], [3.917, -1.717, -5.011], [4.074, -2.865, -4.179], [3.951, -2.496, -2.810], [1.990, -1.439, -2.858], [3.287, -0.686, -1.928], [4.593, -0.079, -3.755], [3.020, 0.247, -4.442], [4.800, -1.569, -5.633], [3.048, -1.865, -5.657], [4.917, -2.274, -2.347], [3.518, -3.284, -2.190], [-0.432, 1.563, -0.097], [-0.419, -0.087, 1.004], [0.404, -1.139, 0.262], [-0.558, -1.683, -1.350], [-1.463, -0.391, 0.992], [-0.100, 0.014, 2.038], [0.492, -2.039, 0.867], [1.417, -0.786, 0.089], [-2.069, -3.345, 1.631], [-1.829, -4.737, 0.268], [-1.381, -6.039, 0.891], [-1.461, -7.414, -0.545], [-1.151, -4.362, -0.490], [-2.789, -4.931, -0.205], [-1.990, -6.346, 1.736], [-0.346, -6.078, 1.216], [3.573, 4.825, 2.936], [3.659, 2.901, 2.509], [3.282, 2.694, 1.070], [3.598, 0.804, 0.520], [3.057, 2.361, 3.235], [4.683, 2.617, 2.745], [3.861, 3.320, 0.400], [2.224, 2.842, 0.877]],
  "mulliken_charge": [-0.985, 0.264, -0.753, -0.043, -0.550, 0.417, 0.572, 0.421, 0.198, 0.416, -0.123, -0.660, -1.046, 0.231, -0.483, 0.526, 0.521, 0.408, 0.240, 0.339, -0.891, 0.040, -0.736, 0.052, -0.471, 0.381, 0.380, 0.643, 0.193, 0.375, -0.742, -0.583, -0.563, 0.223, -0.294, 0.391, 0.433, 0.360, 0.453, 0.387, 0.316, -0.452, -0.493, -0.444, -0.393, 0.165, -0.270, 0.221, 0.316, 0.240, 0.324, 0.230, 0.249, -0.655, -0.511, -0.547, -0.076, 0.145, 0.302, 0.316, 0.248, 0.338, 0.257, 0.264, -0.243, 0.232, 1.136, -0.424, -0.490, -0.434, -0.666, -0.276, -0.566, 0.315, 0.176, 0.313, 0.226, 0.293, 0.359, -0.109, -0.202, -0.176, -0.234, 0.060, 0.140, 0.560, -0.050, -0.082, -0.608, -0.592, -0.177, 0.310, 0.400, 0.399, 0.362, -0.163, -0.427, -0.106, -0.176, 0.112, 0.421, 0.466, -0.110],
  "smiles": "c1cc[nH]c1.c1cc[nH]c1.c1cc[nH]c1.c1cc[nH]c1.C1CCOC1.C1CCOC1.C1CCOC1.BrCCBr.BrCCBr.BrCCBr",
  "max_force_ev_per_a": 1.7,
  "lumo_ev": 0.13,
  "homo_energy_ev": -7.991,
  "spin_multiplicity": 1,
  "orbital_gap_ev": 8.118,
  "total_energy_ev": -468522.0581
}